{
  "formula": "C17H20N5O2RhS3Te",
  "method": "wB97M-V/def2-TZVPD",
  "homo_ha": -0.24764,
  "molar_mass_da": 653.09,
  "e_tot_ev": -72306.6427,
  "total_charge": 0,
  "e_above_lowest_kcal_mol": 4.5,
  "e_lumo_ev": -0.6,
  "fmax_ev_per_a": 2.73,
  "elements": ["Rh", "C", "C", "N", "N", "C", "N", "S", "C", "C", "C", "C", "C", "N", "H", "H", "H", "H", "H", "H", "H", "H", "H", "Te", "C", "C", "C", "C", "S", "H", "H", "H", "O", "C", "N", "O", "S", "C", "C", "C", "C", "H", "H", "H", "H", "H", "H", "H", "H"],
  "positions_angstrom": [[-0.457, 0.439, 0.194], [-0.034, -3.121, 2.482], [-0.366, -2.050, 1.499], [-0.069, -0.809, 1.685], [0.529, -0.418, 2.836], [0.792, 0.867, 2.894], [1.400, 1.342, 4.013], [0.452, 2.034, 1.645], [-1.122, -2.317, 0.274], [-1.625, -3.561, -0.076], [-2.462, -3.676, -1.172], [-2.779, -2.546, -1.906], [-2.198, -1.345, -1.540], [-1.382, -1.245, -0.497], [0.500, -2.689, 3.320], [0.591, -3.887, 2.016], [-0.942, -3.605, 2.848], [1.289, 0.784, 4.846], [1.326, 2.337, 4.144], [-1.365, -4.423, 0.523], [-2.878, -4.636, -1.449], [-3.453, -2.594, -2.749], [-2.385, -0.428, -2.085], [-2.664, 1.075, 1.773], [-4.050, 1.947, 0.476], [-3.841, 2.560, -0.725], [-5.038, 3.076, -1.299], [-6.132, 2.848, -0.525], [-5.719, 1.987, 0.899], [-2.861, 2.640, -1.176], [-5.076, 3.605, -2.241], [-7.157, 3.127, -0.708], [0.011, 2.943, -3.208], [-0.337, 2.270, -2.285], [-0.714, 1.611, -1.378], [1.849, -0.229, -0.410], [2.978, 0.637, 0.098], [4.449, -0.444, 0.132], [5.092, -0.369, -1.245], [5.024, 1.105, -1.636], [3.586, 1.539, -1.375], [4.114, -1.437, 0.427], [5.101, -0.030, 0.903], [4.518, -0.970, -1.953], [6.116, -0.743, -1.231], [5.298, 1.263, -2.679], [5.712, 1.684, -1.016], [2.903, 1.245, -2.172], [3.477, 2.606, -1.188]],
  "atomic_forces_ev_per_a": [[-0.480, 0.553, 2.628], [-0.039, -0.103, -0.097], [0.205, -0.008, 0.291], [-0.181, 0.070, -0.104], [0.259, -0.007, 0.485], [-0.168, 0.156, -0.768], [-0.140, -0.025, 0.165], [0.353, -0.133, -0.184], [-0.200, -0.115, -0.278], [0.132, -0.131, 0.286], [-0.072, 0.036, -0.136], [0.055, -0.142, 0.099], [-0.012, 0.088, -0.148], [-0.058, 0.029, -0.463], [0.012, 0.000, 0.024], [-0.025, -0.002, -0.006], [-0.003, 0.003, -0.018], [0.081, -0.061, -0.031], [0.068, -0.003, 0.029], [-0.078, -0.006, -0.004], [0.032, -0.022, 0.048], [0.016, 0.045, -0.010], [0.084, 0.040, 0.032], [0.750, -0.504, -0.793], [-0.007, -0.084, -0.207], [0.080, 0.089, -0.065], [-0.025, -0.006, 0.038], [-0.077, -0.035, 0.024], [0.060, -0.042, -0.028], [-0.062, -0.009, 0.045], [0.013, -0.024, 0.002], [0.028, 0.034, -0.012], [-0.053, -0.093, 0.084], [0.145, 0.136, -0.121], [-0.196, 0.302, -0.658], [-0.575, -0.087, -0.096], [0.237, -0.085, -0.120], [-0.076, 0.091, -0.131], [0.026, 0.026, 0.004], [-0.023, -0.121, -0.029], [0.036, 0.173, 0.162], [-0.054, 0.044, 0.073], [0.013, -0.047, 0.009], [0.013, -0.008, 0.000], [-0.011, -0.032, -0.003], [-0.012, 0.054, 0.009], [0.015, 0.004, -0.024], [-0.040, -0.035, 0.047], [-0.047, -0.003, -0.048]],
  "mulliken_charge": [0.315, -1.786, 0.540, 1.355, -1.523, 0.519, -0.475, -0.416, 0.774, -0.821, -0.390, -0.814, -0.234, 0.194, 0.376, 0.367, 0.370, 0.251, 0.243, 0.438, 0.417, 0.422, 0.442, 0.351, -0.220, -0.030, -0.742, -0.361, -0.162, 0.421, 0.369, 0.372, -0.669, 0.675, -0.576, -0.581, 0.580, -0.873, -0.515, -0.627, -0.703, 0.363, 0.406, 0.270, 0.370, 0.320, 0.294, 0.281, 0.422]
}


{
  "formula": "C2H3NO3",
  "method": "wB97M-V/def2-TZVPD",
  "homo_ha": -0.37409,
  "molar_mass_da": 89.05,
  "e_tot_ev": -9751.8873,
  "total_charge": 0,
  "e_above_lowest_kcal_mol": 96.9,
  "e_lumo_ev": -0.4,
  "fmax_ev_per_a": 4.68,
  "elements": ["C", "C", "H", "H", "H", "N", "O", "O", "O"],
  "positions_angstrom": [[0.294, 0.645, -0.064], [1.350, -0.493, -0.039], [-1.223, -1.221, 0.466], [-1.839, 1.367, -0.013], [2.361, -0.241, -0.245], [-1.103, 0.595, -0.117], [-1.900, -0.653, -0.022], [0.996, 1.674, 0.056], [1.065, -1.673, -0.022]],
  "atomic_forces_ev_per_a": [[1.536, 2.232, 0.955], [-3.229, -3.106, -1.340], [-1.444, 0.410, -0.864], [2.444, -1.136, -0.152], [0.937, 1.239, 0.249], [-0.941, -0.417, 0.196], [3.295, 0.559, 0.754], [-2.526, -0.466, -0.440], [-0.072, 0.684, 0.642]],
  "mulliken_charge": [0.428, 0.094, 0.351, 0.275, 0.417, -0.167, -0.377, -0.550, -0.471]
}


{
  "formula": "H26O13",
  "method": "wB97M-V/def2-TZVPD",
  "homo_ha": -0.41101,
  "molar_mass_da": 234.20,
  "e_tot_ev": -27038.8161,
  "total_charge": 0,
  "e_above_lowest_kcal_mol": 72.2,
  "e_lumo_ev": -0.1,
  "fmax_ev_per_a": 0.33,
  "elements": ["O", "H", "H", "O", "H", "H", "O", "H", "H", "O", "H", "H", "O", "H", "H", "O", "H", "H", "O", "H", "H", "O", "H", "H", "O", "H", "H", "O", "H", "H", "O", "H", "H", "O", "H", "H", "O", "H", "H"],
  "positions_angstrom": [[6.507, 1.925, -1.485], [7.236, 1.799, -0.878], [6.009, 1.108, -1.436], [-0.034, 2.473, 5.025], [-0.176, 2.460, 5.972], [-0.770, 1.978, 4.665], [0.269, 1.878, -4.301], [0.153, 2.755, -4.666], [-0.503, 1.393, -4.592], [0.005, -2.945, 3.829], [0.275, -2.505, 3.023], [-0.785, -2.479, 4.104], [-5.258, 1.694, -1.781], [-5.581, 2.232, -2.503], [-5.054, 2.321, -1.087], [-3.663, -0.119, 3.944], [-3.939, -0.617, 3.175], [-4.243, 0.642, 3.958], [0.187, -0.220, 0.273], [0.800, 0.040, -0.415], [-0.608, 0.279, 0.088], [3.804, -1.343, -2.583], [3.330, -0.915, -3.296], [4.670, -1.526, -2.946], [2.884, 4.825, -0.206], [3.529, 5.019, 0.474], [3.298, 4.150, -0.744], [3.817, 0.511, 4.251], [3.045, 1.031, 4.028], [3.874, -0.144, 3.555], [-3.106, -1.533, -4.341], [-2.819, -2.154, -3.671], [-3.847, -1.076, -3.943], [-0.468, -4.487, -1.669], [0.034, -3.864, -1.143], [0.183, -5.114, -1.984], [-4.416, -3.006, 0.124], [-3.685, -3.558, -0.155], [-4.955, -2.907, -0.661]],
  "atomic_forces_ev_per_a": [[-0.062, 0.195, -0.143], [0.206, 0.017, 0.157], [-0.206, -0.222, -0.003], [0.196, 0.132, -0.137], [0.017, -0.002, 0.250], [-0.195, -0.180, -0.142], [0.198, -0.087, 0.155], [0.025, 0.244, -0.065], [-0.222, -0.216, -0.064], [0.114, -0.231, 0.096], [0.085, 0.148, -0.234], [-0.217, 0.129, 0.107], [0.038, -0.269, -0.026], [-0.101, 0.120, -0.204], [0.070, 0.129, 0.205], [0.249, 0.019, 0.164], [-0.065, -0.221, -0.240], [-0.153, 0.185, 0.049], [0.026, -0.253, 0.215], [0.213, 0.071, -0.187], [-0.219, 0.127, -0.024], [-0.037, -0.010, 0.288], [-0.186, 0.148, -0.197], [0.224, -0.099, -0.091], [-0.247, 0.103, -0.035], [0.143, 0.063, 0.188], [0.120, -0.180, -0.168], [0.224, 0.028, 0.140], [-0.280, 0.183, 0.013], [0.014, -0.190, -0.135], [0.085, 0.072, -0.234], [0.164, -0.206, 0.162], [-0.203, 0.173, 0.104], [-0.303, 0.029, -0.061], [0.123, 0.223, 0.172], [0.127, -0.185, -0.099], [-0.041, 0.163, 0.207], [0.263, -0.195, -0.024], [-0.186, 0.044, -0.161]],
  "mulliken_charge": [-0.636, 0.323, 0.316, -0.633, 0.317, 0.316, -0.640, 0.317, 0.323, -0.637, 0.315, 0.318, -0.633, 0.320, 0.314, -0.624, 0.319, 0.304, -0.629, 0.316, 0.315, -0.646, 0.331, 0.313, -0.639, 0.319, 0.320, -0.636, 0.322, 0.312, -0.633, 0.310, 0.321, -0.618, 0.317, 0.305, -0.629, 0.323, 0.307]
}


{
  "formula": "C14H72FInNO23",
  "method": "wB97M-V/def2-TZVPD",
  "homo_ha": -0.15363,
  "molar_mass_da": 756.53,
  "e_tot_ev": -72152.1158,
  "total_charge": -1,
  "e_lumo_ev": 1.7,
  "fmax_ev_per_a": 8.52,
  "elements": ["C", "C", "C", "C", "C", "C", "In", "C", "N", "C", "C", "O", "C", "C", "O", "C", "F", "C", "C", "H", "H", "H", "H", "H", "H", "H", "H", "H", "H", "H", "H", "H", "H", "H", "H", "H", "H", "H", "H", "H", "H", "H", "H", "H", "H", "H", "H", "H", "H", "O", "H", "H", "O", "H", "H", "O", "H", "H", "O", "H", "H", "O", "H", "H", "O", "H", "H", "O", "H", "H", "O", "H", "H", "O", "H", "H", "O", "H", "H", "O", "H", "H", "O", "H", "H", "O", "H", "H", "O", "H", "H", "O", "H", "H", "O", "H", "H", "O", "H", "H", "O", "H", "H", "O", "H", "H", "O", "H", "H", "O", "H", "H"],
  "positions_angstrom": [[6.221, 0.806, 1.138], [4.608, 0.786, 0.800], [4.264, 0.149, -0.697], [2.842, -0.669, -0.526], [2.126, -0.928, -2.014], [0.809, -1.875, -1.721], [-1.154, -0.757, -1.577], [-1.172, 1.144, -2.875], [-0.732, 2.264, -1.956], [-1.318, 3.605, -2.339], [-2.781, -2.262, -2.226], [-3.049, -3.065, -0.987], [-1.798, -3.774, -0.586], [-1.095, -3.613, 0.917], [-1.163, -4.647, -1.417], [-1.731, -0.094, 0.511], [-3.053, 0.624, 0.371], [-0.707, 0.983, 1.206], [-0.169, 0.330, 2.645], [6.660, 1.909, 1.258], [6.790, 0.197, 0.299], [6.429, 0.280, 2.188], [4.072, 1.827, 0.989], [4.119, 0.037, 1.588], [4.161, 0.968, -1.534], [5.072, -0.655, -1.005], [2.071, -0.152, 0.191], [3.048, -1.766, -0.103], [2.883, -1.454, -2.744], [1.831, 0.099, -2.518], [1.042, -2.596, -0.808], [0.716, -2.597, -2.668], [-2.261, 1.355, -3.295], [-0.469, 1.010, -3.831], [0.301, 2.292, -1.812], [-1.234, 3.866, -3.477], [-2.470, 3.588, -2.036], [-0.793, 4.409, -1.632], [-3.738, -1.736, -2.647], [-2.332, -2.987, -3.060], [-1.939, -3.704, 1.747], [-0.489, -2.589, 1.007], [-0.275, -4.459, 1.106], [-1.940, -0.976, 1.262], [0.162, 1.359, 0.518], [-1.346, 1.936, 1.534], [0.441, 1.151, 3.261], [0.524, -0.604, 2.475], [-1.101, 0.041, 3.313], [-0.542, 4.186, 2.224], [-1.203, 4.261, 2.929], [-1.068, 4.178, 1.410], [-3.813, -5.315, 1.606], [-4.210, -4.627, 1.052], [-3.790, -6.094, 1.031], [-1.822, -6.811, 3.416], [-2.300, -6.256, 2.782], [-1.909, -6.334, 4.256], [-4.087, -0.016, -4.230], [-4.252, 0.317, -3.335], [-4.893, -0.507, -4.450], [-1.493, 0.847, 5.475], [-0.731, 1.020, 6.049], [-2.253, 1.133, 6.003], [-4.658, -8.416, 2.939], [-3.904, -7.827, 2.787], [-4.915, -8.236, 3.856], [-4.990, -3.199, 3.884], [-5.388, -2.511, 3.330], [-4.967, -3.979, 3.308], [0.088, 6.373, -1.391], [0.938, 6.153, -1.800], [0.212, 7.277, -1.064], [-4.408, 1.206, 4.986], [-5.017, 0.451, 4.994], [-3.738, 0.959, 4.332], [-6.629, -0.672, 2.961], [-6.167, -0.080, 2.348], [-7.567, -0.493, 2.798], [-5.667, 1.092, -1.025], [-4.906, 1.265, -0.452], [-6.428, 1.378, -0.497], [6.758, 0.317, -2.550], [6.361, 1.005, -3.103], [6.781, -0.463, -3.125], [9.682, -0.454, -2.280], [9.505, -1.169, -1.650], [8.813, -0.049, -2.424], [4.667, 3.339, -2.502], [5.421, 3.928, -2.655], [4.411, 3.519, -1.585], [-1.734, 7.481, -3.631], [-1.541, 7.390, -2.686], [-2.025, 6.596, -3.897], [-3.604, 7.300, -1.410], [-4.428, 6.890, -1.711], [-3.569, 8.139, -1.894], [10.313, 0.647, 0.631], [10.366, -0.206, 1.086], [10.021, 0.418, -0.264], [-3.834, -4.203, -4.848], [-3.641, -4.294, -3.903], [-4.125, -5.089, -5.114], [4.013, -3.294, -3.302], [4.066, -4.148, -2.846], [3.721, -3.524, -4.197], [3.933, 4.971, -0.428], [4.694, 5.145, 0.146], [3.172, 5.257, 0.101], [-0.742, -1.713, 6.809], [-1.139, -1.024, 6.255], [-0.719, -2.492, 6.233]],
  "atomic_forces_ev_per_a": [[0.043, 0.159, 0.520], [0.048, -0.885, 0.337], [-1.015, -0.463, 1.180], [0.118, -0.541, -1.597], [-0.092, -0.099, 1.083], [1.546, -1.094, -1.091], [-0.110, 0.200, -0.782], [0.053, -0.179, -0.975], [-0.670, 0.819, -1.206], [0.053, 0.207, 1.411], [0.654, 0.071, -2.050], [3.560, -2.015, 1.394], [2.521, -3.788, -3.600], [-0.247, 0.149, 0.153], [-4.363, 5.526, 4.803], [0.539, 0.592, 1.165], [0.877, -0.585, 0.373], [-0.932, -0.252, 1.483], [0.084, 0.765, -0.090], [-0.863, -2.439, -0.563], [-1.032, 1.472, 1.764], [-0.458, 1.072, -2.304], [1.229, -2.104, -0.586], [0.946, 1.607, -1.709], [0.319, -1.628, 1.712], [-1.572, 1.902, 0.653], [1.509, -0.789, -1.354], [-0.305, 2.432, -0.707], [-1.409, 1.047, 1.662], [0.492, -1.883, 1.112], [-0.343, 1.429, -1.851], [-0.011, 1.357, 2.006], [2.339, -0.236, 0.980], [-1.412, 0.514, 1.714], [-1.287, 0.035, -0.552], [-0.024, -0.316, 1.852], [2.353, 0.039, -0.781], [-1.307, -1.582, -1.884], [1.516, -1.591, 1.273], [-1.142, 1.480, 1.768], [1.885, 0.452, -1.770], [-1.722, -2.132, -0.375], [-2.137, 1.663, -0.867], [0.162, 1.934, -1.226], [-1.695, -0.896, 1.326], [1.378, -2.107, -0.911], [-1.190, -1.804, -1.355], [-1.363, 1.748, 0.309], [2.024, 0.466, -1.550], [-0.406, 0.284, 0.100], [0.256, -0.080, -0.236], [0.231, -0.068, 0.126], [-0.235, -0.268, -0.173], [0.283, -0.017, -0.018], [-0.109, 0.252, 0.037], [-0.312, 0.152, 0.141], [0.205, 0.223, 0.096], [0.033, -0.152, -0.312], [-0.535, 0.028, 0.024], [0.074, -0.044, -0.149], [0.316, 0.117, 0.060], [-0.003, 0.074, 0.733], [-0.071, 0.045, -0.305], [-0.074, -0.053, -0.169], [-0.010, 0.219, 0.208], [-0.072, -0.257, 0.271], [0.130, -0.045, -0.375], [-0.098, -0.134, -0.419], [-0.040, -0.014, 0.215], [0.104, 0.144, 0.217], [0.446, 0.585, 0.176], [-0.297, -0.022, -0.041], [-0.003, -0.285, 0.001], [0.082, -0.308, -0.128], [0.128, 0.189, -0.029], [-0.139, 0.077, 0.084], [-0.134, 0.313, -0.248], [0.007, -0.203, 0.125], [0.326, -0.164, 0.117], [-0.325, 0.246, 0.429], [0.252, -0.258, -0.170], [0.260, -0.088, -0.326], [0.517, -0.135, -0.621], [-0.074, -0.046, 0.323], [-0.251, 0.137, 0.161], [-0.060, -0.200, 0.450], [0.019, 0.122, -0.346], [-0.149, 0.127, 0.035], [0.570, -0.069, -0.182], [-0.362, -0.176, 0.054], [-0.123, 0.070, -0.224], [-0.059, 0.017, -0.073], [-0.009, -0.357, -0.331], [0.157, 0.268, 0.217], [-0.440, 0.253, -0.029], [0.348, 0.061, 0.113], [0.024, -0.333, 0.029], [-0.035, -0.479, 0.061], [-0.026, 0.378, -0.101], [0.130, 0.178, -0.027], [-0.244, -0.571, 0.047], [0.081, 0.254, -0.147], [0.127, 0.330, 0.056], [0.253, -0.606, -0.315], [-0.110, 0.331, -0.074], [0.000, 0.130, 0.317], [0.055, 0.414, 0.642], [-0.222, -0.072, -0.149], [0.110, -0.241, -0.162], [-0.036, -0.268, -0.265], [-0.019, -0.034, -0.048], [0.014, 0.304, 0.234]],
  "mulliken_charge": [-0.793, -0.172, 0.129, -0.322, -0.167, -0.502, 0.531, -0.734, 0.186, -0.708, -0.651, -0.214, 0.670, -0.010, -0.635, 0.218, -0.343, 0.562, -0.952, 0.186, 0.133, 0.270, 0.213, 0.205, -0.041, 0.172, -0.209, 0.197, 0.172, 0.188, -0.032, 0.148, 0.137, 0.102, 0.090, 0.255, 0.200, 0.070, -0.057, 0.168, 0.135, -0.302, 0.324, -0.194, 0.057, -0.171, 0.269, 0.154, 0.175, -0.638, 0.315, 0.310, -0.462, 0.239, 0.256, -0.652, 0.326, 0.324, -0.629, 0.262, 0.282, -0.569, 0.291, 0.286, -0.658, 0.348, 0.304, -0.625, 0.323, 0.288, -0.614, 0.310, 0.276, -0.669, 0.331, 0.329, -0.626, 0.324, 0.288, -0.603, 0.354, 0.255, -0.701, 0.294, 0.342, -0.707, 0.311, 0.404, -0.595, 0.286, 0.333, -0.638, 0.317, 0.328, -0.632, 0.304, 0.339, -0.645, 0.303, 0.360, -0.605, 0.362, 0.286, -0.617, 0.290, 0.297, -0.649, 0.299, 0.307, -0.666, 0.391, 0.316]
}


Q: What is the formula in the third record?
A: H26O13